C15H24Br3CuO7 | ωB97M-V/def2-TZVPD

The geometry in XYZ format:
```
50
Properties=species:S:1:pos:R:3
Cu 3.37409 -0.11984 1.92910
C 0.69261 -0.21597 -0.89021
C 0.45243 0.54041 0.39159
O 1.35730 0.28173 1.36143
H 0.41161 -1.26371 -0.78590
H 1.74497 -0.12589 -1.15883
H 0.10696 0.21326 -1.70135
H -0.54671 0.30261 0.81814
H 0.44320 1.63679 0.24247
O 3.91943 -0.37126 -0.02094
C 4.34561 -0.07902 -1.12448
O 3.77033 0.86562 -1.82120
C 4.37308 0.97284 -3.16359
C 5.70518 0.20908 -3.05456
C 5.44339 -0.76051 -1.90890
H 4.52755 2.03466 -3.30969
H 3.67036 0.53529 -3.86432
H 6.49116 0.92334 -2.82684
H 5.93659 -0.29760 -3.98746
H 6.29343 -0.96094 -1.25830
H 5.01656 -1.72044 -2.21455
O -4.73113 0.80495 4.60686
C -3.61547 1.13503 4.38827
O -2.55839 0.31682 4.70118
C -1.32100 0.85599 4.25755
C -1.64873 2.09166 3.39531
C -3.09116 2.42783 3.78668
H -0.77899 0.08037 3.70478
H -0.67190 1.08769 5.10760
H -1.54084 1.88482 2.32856
H -0.97123 2.93235 3.56166
H -3.70176 2.68297 2.92635
H -3.15014 3.18505 4.56444
O -6.60180 -0.71258 -0.82114
C -5.59306 -0.90418 -0.22379
O -5.08160 0.02344 0.63620
C -3.82618 -0.36711 1.14097
C -3.37768 -1.62173 0.35539
C -4.69809 -2.12074 -0.21020
H -3.83656 -0.54662 2.21794
H -3.12448 0.45430 0.96068
H -2.85143 -2.36552 0.95088
H -2.69380 -1.31938 -0.44514
H -5.18498 -2.80270 0.49809
H -4.64524 -2.63753 -1.16068
C 2.31089 -1.50947 -4.46967
Br 4.22174 -1.23191 -4.44732
Br 1.77910 -2.59939 -5.94182
Br 1.40297 0.18276 -4.47153
H 2.05177 -2.00763 -3.54967
```

2S+1   2
Charge   +1
Kohn-Sham gap (spin up / spin down)   0.268 / 0.212 hartree
<S²>   0.7547

Löwdin atomic charge list, values in e, 5 entries: number 1, Cu, carries 0.69; number 2, C, carries -0.05; number 3, C, carries -0.34; number 4, O, carries -0.02; number 5, H, carries 0.10